DFT (ωB97M-V with the def2-TZVPD basis set) results for a cluster of 2 separate species, C15H20N3O6 in total at a distorted geometry.

## Properties
Charge: -1
F_max (eV/A): 2.1
Relative energy (zero: lowest compared OMol25 entry of this formula, charge and spin) (kcal per mole): 19.7
2S+1: 1
Orbital gap (eV): 4.78
LUMO (eV): 2.0

XYZ file:
```
44
Properties=species:S:1:pos:R:3:forces:R:3
C -5.52330 2.76266 0.13433 -0.2 0.4 0.0
C -4.80145 1.44011 0.28744 0.3 0.5 -0.8
C -4.91903 0.86842 1.66843 0.3 -0.2 0.6
O -3.40984 1.81399 -0.09885 -0.8 -0.9 0.5
C -2.55288 0.77592 -0.10278 -0.2 -2.0 -0.7
N -1.30649 1.31650 -0.57051 1.3 1.3 1.0
N -0.25016 0.64997 -0.62216 -0.7 1.2 0.1
C 0.90843 1.61830 -0.55388 -0.5 0.3 0.2
O 0.97304 2.54439 0.22690 -0.3 -1.2 -0.9
O 1.85767 1.27093 -1.43289 0.1 1.0 0.4
C 2.91090 2.31906 -1.52498 -0.5 0.1 -0.5
C 3.60074 2.13925 -2.86357 -0.1 -0.1 -0.2
C 3.83785 2.32085 -0.34427 0.3 -0.2 0.6
O -2.80972 -0.35783 0.23742 0.7 1.8 -0.2
H -6.61242 2.67082 0.26153 0.3 -0.1 0.0
H -5.14702 3.45591 0.90725 -0.2 -0.2 -0.4
H -5.33500 3.19852 -0.85718 0.0 -0.1 0.3
H -5.15504 0.69443 -0.43767 0.2 0.2 0.0
H -5.97311 0.70230 1.92305 0.1 0.1 -0.1
H -4.38053 -0.08246 1.72314 -0.2 0.3 0.2
H -4.49809 1.57366 2.39481 -0.1 -0.1 0.0
H 2.38070 3.28106 -1.53034 0.0 -0.3 0.0
H 4.51637 2.73755 -2.89340 -0.1 -0.1 0.1
H 3.86151 1.09107 -3.05201 -0.1 0.2 0.0
H 2.95970 2.51776 -3.66827 0.1 -0.3 0.1
H 4.74739 2.88022 -0.59014 -0.1 -0.1 0.0
H 3.34847 2.82657 0.49507 0.2 -0.4 -0.1
H 4.13559 1.30234 -0.05977 -0.1 0.2 0.0
C 0.02931 -1.95547 -0.13164 -1.0 -0.8 -0.2
N -1.12277 -2.59697 0.28158 0.7 0.4 0.8
O -2.14071 -2.73866 -0.42992 0.5 0.0 -0.1
O -1.07094 -3.05710 1.47172 -1.3 -0.2 -0.7
C 1.21126 -2.58230 0.40506 0.9 -0.2 0.4
C 1.41575 -2.72724 1.79812 0.8 -0.3 -0.2
C 2.47667 -3.50056 2.28289 -0.1 0.2 -0.6
C 3.35127 -4.15246 1.39608 -0.2 0.0 0.0
C 3.14161 -4.03768 0.01310 0.1 0.4 0.4
C 2.11490 -3.21961 -0.47171 0.0 -0.1 0.4
H 0.03949 -1.44701 -1.08885 -0.2 -0.8 0.1
H 0.72366 -2.24353 2.47725 0.2 -0.1 -0.1
H 2.59811 -3.60132 3.36098 0.1 0.0 -0.2
H 4.18100 -4.75270 1.78882 -0.4 0.2 -0.2
H 3.78271 -4.59436 -0.67294 -0.1 0.2 0.1
H 1.90440 -3.12526 -1.53724 0.2 -0.1 0.2
```
Forces are in eV/Å.

Results of the natural (NBO) charge analysis, in e, for atoms 1 through 4: number 1, C, carries -0.620; number 2, C, carries 0.095; number 3, C, carries -0.651; number 4, O, carries -0.504


DFT (ωB97M-V with the def2-TZVPD basis set) results for an isolated molecule of C15H20N4O5S at a distorted geometry.

## Properties
SMILES: CCCSc1cc(NCCOC(=O)CCC)c([N+](=O)[O-])c2nonc12
Charge: 0
F_max (eV/A): 16.6
Relative energy (zero: lowest compared OMol25 entry of this formula, charge and spin) (kcal per mole): 327.1
2S+1: 1
Orbital gap (eV): 7.11
LUMO (eV): -1.2

XYZ file:
```
45
Properties=species:S:1:pos:R:3:forces:R:3
C -0.00064 2.11224 -4.97541 2.1 2.1 4.0
H 0.37207 2.84210 -4.23331 -0.4 -0.8 0.8
C -0.81361 1.07736 -4.58545 -1.9 -0.4 11.3
C -0.10712 0.17549 -3.47242 1.2 2.6 -0.1
H -0.71714 -0.50944 -3.06765 -2.5 -3.1 0.2
H 0.78044 -0.26832 -3.78898 1.6 -0.7 -0.6
S 0.20153 0.93385 -1.77315 -0.5 2.5 -1.5
C 1.19907 -0.09585 -0.88241 0.0 -0.2 0.4
C 1.57909 0.25145 0.39872 -2.8 2.8 -3.0
C 2.01679 -0.60380 1.33790 3.2 -4.6 0.5
N 2.50012 -0.33894 2.49188 -1.8 10.8 2.7
C 2.10692 1.01462 3.20021 -8.0 -1.5 -9.7
H 1.99350 2.06349 2.57139 1.3 -3.0 0.9
C 0.50074 0.89530 3.60579 -0.2 1.9 4.4
H 0.35838 1.90312 4.35723 0.4 -2.9 -1.8
H 0.24551 -0.08924 4.27623 0.9 2.4 -1.8
O -0.59653 1.13248 2.67171 1.5 -2.3 0.5
C -1.02421 -0.11246 2.15158 -2.5 7.7 -4.7
O -0.59977 -1.13142 2.33748 3.5 -7.4 3.1
C -1.98077 0.11467 0.99159 2.2 6.0 1.8
C -3.21131 0.69202 1.65036 -3.8 -6.2 -2.7
C -4.30916 0.74083 0.56214 5.8 0.9 -2.3
H -4.44609 -0.02001 -0.16996 -0.5 -1.1 0.4
H -4.02581 1.59328 -0.08160 1.1 -0.3 -0.8
H -4.99461 1.32651 0.87499 -6.5 2.3 2.7
H -3.16000 1.54759 2.16227 0.7 3.4 1.6
H -3.76975 -0.06814 2.33778 1.8 0.9 -0.4
H -1.46026 1.00901 0.25939 -1.6 -2.6 2.0
H -2.12886 -0.74931 0.46807 -0.5 -2.2 -1.3
H 2.49809 1.19814 4.02614 4.2 1.1 7.1
H 2.81197 -0.95027 3.11121 1.7 -4.1 2.8
C 2.40081 -1.90503 1.04146 -3.0 -5.9 -5.5
C 1.95337 -2.44225 -0.35144 0.1 15.1 6.9
N 2.01953 -3.50648 -0.80887 0.7 -10.8 -3.7
O 1.53481 -3.41097 -2.06012 0.5 -4.3 -1.9
N 1.19390 -2.31629 -2.50645 -0.3 7.0 3.7
C 1.44482 -1.38317 -1.27358 0.6 -7.5 -3.3
N 2.68576 -3.15536 1.86924 3.2 12.7 6.8
O 3.00218 -4.13602 1.49325 0.5 -9.6 -4.8
O 3.24695 -2.76936 3.03419 -2.5 -0.2 -1.1
H 1.11364 1.20045 0.62273 0.7 0.3 0.8
H -1.74003 1.20281 -3.83095 1.2 1.3 -2.1
H -1.18628 0.39804 -5.13257 -2.2 -4.6 -5.2
H 0.85386 1.77282 -5.33530 4.0 -1.8 -2.1
H -0.34192 2.76446 -5.57531 -3.0 4.3 -5.2
```
Forces are in eV/Å.

Results of the natural (NBO) charge analysis, in e, for atoms 1 through 4: number 1, C, carries -0.626; number 2, H, carries 0.218; number 3, C, carries -0.355; number 4, C, carries -0.435


DFT (ωB97M-V with the def2-TZVPD basis set) results for an isolated molecule of C15H20N4OS.

## Properties
SMILES: C=CCSC1=NC(N)=C(C#N)C2(CCCCC2)[C@H]1C(N)=O
Charge: 0
F_max (eV/A): 1.0
Relative energy (zero: lowest compared OMol25 entry of this formula, charge and spin) (kcal per mole): 31.8
2S+1: 1
Orbital gap (eV): 8.22
LUMO (eV): -0.1

XYZ file:
```
41
Properties=species:S:1:pos:R:3:forces:R:3
C 3.07877 1.79676 -4.64590 0.1 0.1 0.0
C 2.68222 1.46798 -3.43024 0.0 0.0 0.0
C 3.02604 0.18435 -2.76584 -0.4 -0.3 0.2
H 3.72155 -0.40922 -3.35654 0.0 0.0 0.0
H 3.40364 0.33968 -1.75605 0.1 0.0 -0.1
S 1.52997 -0.86582 -2.57639 0.2 0.0 -0.2
C 0.76800 -0.12174 -1.21688 0.4 0.1 0.0
N 1.33586 0.85679 -0.61733 0.4 0.0 -0.3
C 0.73240 1.40072 0.49540 -0.5 0.2 0.5
C -0.28844 0.77114 1.15842 0.6 -0.2 -0.7
C -0.79043 1.34556 2.32412 -0.2 0.4 0.5
N -1.18523 1.87291 3.27038 -0.1 0.1 0.3
C -0.77727 -0.58962 0.68507 0.2 -0.2 -0.1
C -2.26228 -0.83494 1.04764 -0.1 -0.2 0.0
C -2.45015 -1.95699 2.06788 0.0 0.2 0.1
C -1.53930 -1.74142 3.27094 -0.1 -0.1 0.0
C -0.05905 -1.72542 2.85404 0.0 0.0 -0.1
C 0.11049 -1.67006 1.33590 0.1 0.1 0.1
H 1.15876 -1.46931 1.09661 0.0 0.0 -0.1
H -0.13996 -2.63979 0.90155 0.0 -0.1 -0.1
H 0.43691 -0.86471 3.30651 0.1 -0.1 0.0
H 0.44941 -2.61922 3.21992 0.0 0.1 0.0
H -1.71420 -2.52483 4.00941 0.0 0.1 0.1
H -1.80092 -0.78914 3.73499 0.0 0.0 0.1
H -3.49213 -1.96456 2.39268 0.0 -0.1 -0.1
H -2.24427 -2.92583 1.60996 -0.1 -0.1 0.0
H -2.82561 -1.08058 0.14453 -0.1 0.1 0.0
H -2.69255 0.07946 1.46342 -0.1 0.0 -0.1
C -0.57961 -0.67317 -0.84331 -0.1 0.0 0.1
H -0.64191 -1.71515 -1.17080 -0.1 0.1 0.0
C -1.61308 0.08724 -1.69580 0.1 0.0 0.1
O -2.06626 -0.38889 -2.70959 -0.1 -0.3 -0.3
N -1.92853 1.32401 -1.26303 -0.2 0.5 0.0
H -1.59943 1.68831 -0.38311 0.0 -0.1 -0.1
H -2.61292 1.84572 -1.78633 0.0 -0.1 0.0
N 1.21236 2.63276 0.83391 0.0 -0.3 0.0
H 2.09084 2.89566 0.42085 0.0 0.0 0.0
H 1.01206 2.97886 1.75781 0.0 0.1 0.0
H 2.04872 2.12510 -2.85082 -0.1 0.1 0.0
H 2.80407 2.73349 -5.09855 -0.1 0.2 -0.1
H 3.70150 1.14390 -5.23543 0.1 -0.2 -0.1
```
Forces are in eV/Å.

Results of the natural (NBO) charge analysis, in e, for atoms 1 through 4: number 1, C, carries -0.373; number 2, C, carries -0.198; number 3, C, carries -0.553; number 4, H, carries 0.233